DFT (ωB97M-V with the def2-TZVPD basis set) results for a cluster of 2 separate species, C3H12N3S in total.

Last column: Löwdin charge in e.
Cartesian coordinates (Å):
C -0.759 -0.245 -0.890  -0.4808
S -1.836 1.206 -0.820  0.7554
C -3.121 0.491 -1.874  -0.4238
H -0.591 -0.575 -1.923  0.0571
H -1.156 -1.105 -0.356  0.0424
H 0.209 0.038 -0.512  -0.0560
H -3.913 1.229 -2.013  0.0371
H -2.787 0.230 -2.883  0.0447
H -3.607 -0.410 -1.499  0.0455
N 2.384 -0.154 2.324  0.0831
C 1.595 -0.221 1.120  -0.1033
N 0.156 -0.634 1.538  0.1346
N 2.592 0.048 -0.010  0.1698
H 3.203 -0.713 2.058  0.1182
H 2.752 0.804 2.298  0.1304
H 0.458 -1.030 2.426  0.0939
H -0.123 0.318 1.808  0.1288
H 2.044 -0.337 -0.792  0.0984
H 2.500 1.060 0.000  0.1244

Results
* HOMO-LUMO gap: 4.9 eV
* energy: -683.53482 a.u.
* E_HOMO: -0.4348 Eh
* total charge: +1

DFT (ωB97M-V with the def2-TZVPD basis set) results for a cluster of 2 separate species, C3H12N3S in total.

Last column: Löwdin charge in e.
Cartesian coordinates (Å):
C 0.894 3.392 0.093  -0.0529
C -1.394 -2.194 0.959  -0.2750
C 0.788 1.929 -0.302  -0.2422
N -0.940 -1.685 -1.606  -0.1367
N 0.470 0.938 0.409  0.0473
N 0.999 -1.606 0.212  -0.0977
S -0.255 -2.610 -0.330  0.8570
H 1.755 3.618 0.891  0.1420
H -0.075 3.551 0.380  0.0389
H 1.242 3.993 -0.797  0.0946
H -0.801 -2.065 1.969  0.1110
H -2.217 -2.821 1.145  0.0441
H -1.710 -1.219 0.590  0.0330
H 0.906 1.658 -1.389  0.1292
H -1.974 -1.379 -1.357  0.1349
H -0.658 -2.069 -2.486  0.0483
H 0.166 1.161 1.353  0.0937
H 0.928 -0.567 0.182  -0.0230
H 1.876 -2.026 0.084  0.0536

Results
* HOMO-LUMO gap (spin up / spin down): 6.0 / 6.3 eV
* energy: -683.43287 a.u.
* E_HOMO (spin up / spin down): -0.3288 / -0.5180 Eh
* total charge: +1
* multiplicity: 3

DFT (ωB97M-V with the def2-TZVPD basis set) results for a structure of composition C3H12N4.

Last column: Löwdin charge in e.
Cartesian coordinates (Å):
C 2.394 -0.956 -0.603  -0.2029
N 0.290 0.310 0.778  -0.0557
N 1.757 0.337 -0.526  -0.0324
N 0.008 1.451 1.538  0.0336
H 0.653 -0.387 1.425  0.1035
H 2.349 0.974 0.008  0.0486
H -0.360 2.179 0.939  0.0874
H 0.156 1.369 2.542  0.1002
H 2.743 -1.340 0.367  0.0683
H 3.219 -0.900 -1.327  0.0817
H 1.698 -1.690 -1.011  0.0680
C -2.220 0.514 -0.680  -0.0861
C -1.118 -0.432 -0.264  -0.4695
N -1.350 -1.683 0.112  -0.0057
H -2.344 -1.920 0.070  0.0041
H -0.263 -0.301 -0.965  0.0672
H -1.894 1.543 -0.503  0.0462
H -2.530 0.492 -1.725  0.0750
H -3.186 0.440 -0.174  0.0684

Results
* HOMO-LUMO gap (spin up / spin down): 7.6 / 7.6 eV
* energy: -340.28421 a.u.
* E_HOMO (spin up / spin down): -0.2640 / -0.2640 Eh
* total charge: 0

DFT (ωB97M-V with the def2-TZVPD basis set) results for a cluster of 3 separate species, C3H12N4 in total.

Last column: Löwdin charge in e.
Cartesian coordinates (Å):
C -0.126 0.867 0.537  -0.4154
C -0.808 -0.539 -1.278  -0.1435
C 0.638 -2.251 0.840  -0.2351
N 0.103 0.447 -0.722  -0.0667
N 0.964 -0.853 0.978  -0.0524
N 0.662 1.824 1.068  0.1060
N -1.170 2.109 -0.968  0.0314
H 1.877 -0.670 0.563  0.0468
H -1.031 0.623 1.087  0.1344
H 0.600 1.988 2.058  0.1023
H 1.564 1.966 0.639  0.1056
H -0.544 2.918 -0.974  -0.0080
H -1.304 1.938 -1.966  -0.0110
H -1.060 -0.241 -2.295  0.0700
H -0.295 -1.496 -1.362  0.0519
H -1.732 -0.661 -0.703  0.0869
H 0.801 -2.694 -0.156  0.0572
H -0.400 -2.428 1.130  0.0687
H 1.262 -2.847 1.524  0.0710

Results
* HOMO-LUMO gap (spin up / spin down): 7.8 / 8.6 eV
* energy: -340.32450 a.u.
* E_HOMO (spin up / spin down): -0.2667 / -0.2844 Eh
* total charge: 0

In kcal per mole, the relative energy (zero: lowest compared OMol25 entry of this formula, charge and spin) values for the records above are, in order, 145.5 113.6 154.5 129.2.